[1]
Formula: C42H36HgIN9O2
Source: the OMol25 dataset
Level of theory: the ωB97M-V functional and the def2-TZVPD basis

Positions of all 91 atoms, in Å:
Hg 0.3910 -1.2079 -0.4814
C 0.6921 2.1301 -0.3919
N -0.1628 1.0163 -0.0847
C -1.5697 1.3200 -0.1798
C -2.3453 0.0571 -0.1905
N -1.8794 -1.1090 -0.5389
C -2.9031 -1.9986 -0.4030
C -3.4811 -4.3255 0.3217
C -4.9903 -4.2966 0.2213
C -5.7721 -3.1768 0.2262
C -5.3592 -1.8197 0.2485
C -4.0468 -1.3528 0.0208
N -3.6543 -0.0160 0.1330
C 2.1160 1.6907 -0.3617
N 2.5220 0.5507 0.1042
C 3.9090 0.6096 0.0371
C 4.8540 -0.3107 0.4820
C 6.1889 0.0103 0.3187
C 6.5833 1.2228 -0.2677
C 5.6561 2.1627 -0.6827
C 4.3166 1.8339 -0.5092
N 3.1399 2.5207 -0.7491
H 0.5753 2.9738 0.3108
H 0.4413 2.5054 -1.3883
H 0.0809 0.6282 0.8230
H -1.7519 1.8538 -1.1192
H -1.9479 1.9745 0.6258
H -3.1638 -5.3465 0.0766
H -5.4902 -5.2581 0.2031
H -6.8450 -3.3371 0.2491
H -6.1201 -1.0704 0.4330
H -4.2337 0.7353 0.4621
H 4.5254 -1.2268 0.9590
H 6.9495 -0.6846 0.6506
H 7.6384 1.4295 -0.3940
H 5.9656 3.1050 -1.1167
H 3.0437 3.4321 -1.1597
C 2.5529 2.8049 2.3901
C 1.2490 2.2953 2.9211
N 0.4878 3.1031 3.5918
C -0.7031 2.6426 4.0858
C -1.1775 1.3846 3.8634
C -2.5256 1.0530 4.4384
O -3.5621 1.0559 3.4468
C -0.4114 0.4751 3.0625
C -0.9319 -0.8031 2.7066
N -0.4105 -1.5902 1.8126
C -1.0112 -2.8105 1.4970
C -2.0101 -3.5100 2.3245
C -3.0800 -4.1134 1.7907
C -2.7733 -3.4390 -0.7286
C -1.3227 -3.8388 -0.7213
C -0.6946 -3.3367 0.3151
I 0.6575 -3.3080 -3.7734
C 0.9142 0.8793 2.6448
O 1.7442 0.1405 2.0967
H 2.9185 3.6067 3.0301
H 2.4214 3.2042 1.3814
H 3.2784 1.9965 2.3247
H -1.2757 3.3508 4.6751
H -2.7637 1.7848 5.2148
H -2.5479 0.0649 4.8974
H -3.3763 1.8243 2.8953
H -1.8613 -1.1056 3.1988
H -1.9246 -3.4543 3.4062
H -3.7948 -4.5479 2.4842
H -3.2224 -3.6393 -1.7063
H -0.9089 -4.4969 -1.4752
C -2.7210 2.6699 -4.2952
C -1.4414 3.2153 -4.2520
C -0.3863 2.4868 -3.7262
C -0.6147 1.2102 -3.2269
C -1.8847 0.6552 -3.2810
C -2.9356 1.3823 -3.8208
N 0.3890 0.4005 -2.6057
N 1.5499 0.7353 -2.8471
C 2.5540 -0.0672 -2.2307
C 3.8382 0.1699 -2.7076
C 4.9144 -0.5284 -2.1887
C 4.6916 -1.4768 -1.1987
C 3.4027 -1.7289 -0.7441
C 2.3258 -1.0239 -1.2541
H -3.5453 3.2490 -4.6928
H -1.2660 4.2120 -4.6381
H 0.6176 2.8889 -3.6873
H -2.0194 -0.3511 -2.9014
H -3.9237 0.9425 -3.8763
H 3.9609 0.8974 -3.5008
H 5.9166 -0.3381 -2.5508
H 5.5271 -2.0154 -0.7678
H 3.2436 -2.4834 0.0152

Calculated total energy in Eh: -2716.2325
Total charge: -1
Multiplicity: 2

=====

[2]
Formula: C42H37IrN5O6S3
Source: the OMol25 dataset
Level of theory: the ωB97M-V functional and the def2-TZVPD basis

Positions of all 94 atoms, in Å:
Ir 1.0158 1.2462 0.4647
C 1.1105 -12.6797 -0.7004
O 0.3383 -11.7767 -1.4787
C 0.4007 -10.4642 -1.1818
C 1.2165 -9.9075 -0.2018
C 1.2057 -8.5372 0.0007
C 0.3967 -7.6996 -0.7565
C -0.4372 -8.2744 -1.7203
C -0.4341 -9.6341 -1.9336
C 0.4680 -6.2536 -0.5501
N 1.2113 -5.6398 0.3394
C 0.9931 -4.3037 0.1447
C 0.1023 -4.1000 -0.8799
N -0.2291 -5.3563 -1.3219
C -0.2867 -2.8089 -1.3378
C -1.1446 -2.5741 -2.4199
C -1.4249 -1.2796 -2.7668
C -0.8303 -0.2426 -2.0386
N -0.0179 -0.4405 -1.0213
C 0.2614 -1.7047 -0.6586
C 1.1997 -1.8974 0.4132
N 1.7528 -0.8019 0.9784
C 2.6995 -0.9472 1.8897
C 3.1248 -2.1969 2.3428
C 2.5568 -3.3228 1.8111
C 1.5831 -3.1863 0.8123
H 0.8504 -13.6736 -1.0488
H 0.8669 -12.5924 0.3606
H 2.1800 -12.5111 -0.8443
H 1.8681 -10.5254 0.3983
H 1.8393 -8.0908 0.7558
H -1.1122 -7.6731 -2.3186
H -1.0664 -10.0927 -2.6818
H -0.8584 -5.5940 -2.0669
H -1.5735 -3.3999 -2.9738
H -2.0876 -1.0393 -3.5861
H -1.0237 0.7823 -2.3198
H 3.1577 -0.0451 2.2625
H 3.8935 -2.2587 3.0996
H 2.8509 -4.3165 2.1231
O -0.8618 0.5353 1.5395
S -1.9965 0.9123 2.4756
C -1.6585 2.5696 3.1607
C -1.5637 3.6703 2.1095
C -1.1670 5.0231 2.7312
C 0.3339 5.2183 2.9103
S 1.3842 5.2487 1.4103
O 1.1695 3.9573 0.6734
C 0.4770 6.4954 0.4950
C 0.9500 7.7995 0.5510
C 0.2700 8.8040 -0.1237
C -0.8738 8.4994 -0.8495
C -1.3260 7.1861 -0.9171
C -0.6475 6.1758 -0.2511
C -3.3541 1.3850 1.4049
C -3.1863 1.2718 0.0389
C -4.2157 1.6613 -0.8084
C -5.4015 2.1494 -0.2786
C -5.5689 2.2295 1.0998
C -4.5470 1.8400 1.9502
H -0.7039 2.4366 3.6705
H -2.4516 2.7571 3.8892
H -2.5225 3.7850 1.6020
H -0.8280 3.3695 1.3654
H -1.6298 5.1084 3.7196
H -1.5706 5.8323 2.1245
H 0.7575 4.4189 3.5209
H 0.5488 6.1801 3.3835
H 1.8511 8.0260 1.1101
H 0.6314 9.8234 -0.0882
H -1.4125 9.2824 -1.3669
H -2.2158 6.9462 -1.4857
H -0.9745 5.1455 -0.3259
H -2.2502 0.8906 -0.3430
H -4.0850 1.5877 -1.8808
H -6.2021 2.4597 -0.9370
H -6.4993 2.6009 1.5087
H -4.6783 1.8926 3.0253
O 2.3144 1.2977 -1.1808
N 2.3976 2.4278 -1.8892
C 3.6042 2.7755 -2.3812
C 3.7492 3.8753 -3.1787
C 2.6225 4.6401 -3.4919
C 1.4056 4.2811 -2.9633
C 1.3028 3.1677 -2.1217
S -0.1419 2.7111 -1.3454
H 4.4128 2.1136 -2.1103
H 4.7267 4.1201 -3.5662
H 2.7056 5.5042 -4.1371
H 0.5018 4.8366 -3.1668
O 1.2465 2.0376 2.7999
C 2.4623 2.2302 2.6026
O 3.0369 1.9138 1.5300
H 3.0550 2.7065 3.3974

Calculated total energy in Eh: -3646.5351
Total charge: +1
Multiplicity: 1
Energy relative to the best compared isomer or geometry (same formula, charge and spin) in eV: 4.5687

=====

[3]
Formula: C42H37N10PSV
Source: the OMol25 dataset
Level of theory: the ωB97M-V functional and the def2-TZVPD basis

Positions of all 92 atoms, in Å:
V 0.8223 -0.0856 0.0128
C 4.8769 3.8767 -0.7057
C 4.9016 3.2051 0.5122
C 4.2343 1.9956 0.6581
C 3.4978 1.4466 -0.3973
C 3.5399 2.0954 -1.6292
C 4.2155 3.3017 -1.7803
N 2.7405 0.2516 -0.1972
C 3.4447 -0.9230 -0.0644
C 4.7483 -1.1569 -0.5414
C 5.3163 -2.4079 -0.4349
C 4.6245 -3.4540 0.1851
C 3.3709 -3.2336 0.7095
C 2.7620 -1.9800 0.5854
N 1.4881 -1.6383 1.0605
N 0.9827 -2.5938 1.8157
C -0.1092 -2.4009 2.6315
C -0.5013 -3.5437 3.3567
C -1.4888 -3.4410 4.3077
C -2.0803 -2.1994 4.5366
C -1.6757 -1.1442 3.7443
N -0.7347 -1.2292 2.7994
H 5.3865 4.8271 -0.8162
H 5.4469 3.6235 1.3529
H 4.2807 1.4556 1.5973
H 3.0495 1.6353 -2.4799
H 4.2285 3.7886 -2.7489
H 5.2835 -0.3444 -1.0209
H 6.3075 -2.5812 -0.8396
H 5.0784 -4.4374 0.2480
H 2.8294 -4.0215 1.2162
H 0.0100 -4.4773 3.1564
H -1.8008 -4.3096 4.8754
H -2.8526 -2.0625 5.2834
H -2.1423 -0.1684 3.8622
C 0.1603 -1.2582 -4.0351
C 0.3659 -0.5140 -2.7653
N 0.6142 -1.0933 -1.6399
N 0.8340 -2.4405 -1.5876
C -0.0487 -3.3051 -1.2024
N 0.4221 -4.5924 -1.1026
S -1.7306 -3.0500 -0.9004
C 0.3633 0.9506 -2.6685
C 0.2689 1.7896 -3.7613
C 0.3163 3.1596 -3.5652
C 0.4628 3.6514 -2.2806
C 0.5452 2.7525 -1.2364
N 0.4854 1.4300 -1.4087
H 0.0199 -2.3110 -3.8163
H -0.7206 -0.8824 -4.5588
H 1.0321 -1.1533 -4.6898
H 1.4188 -4.6854 -0.9647
H -0.1678 -5.2134 -0.5795
H 0.1532 1.3676 -4.7508
H 0.2362 3.8365 -4.4059
H 0.5252 4.7129 -2.0855
H 0.6698 3.1000 -0.2191
N -1.6606 1.4634 0.8947
P -1.7398 -0.1184 0.0371
C -3.3607 -0.6034 0.8483
C -4.4496 0.2772 0.7687
C -5.6301 0.0249 1.4537
C -5.7456 -1.1081 2.2493
C -4.6876 -1.9991 2.3161
C -3.5113 -1.7583 1.6127
C -2.5482 0.5243 -1.5331
C -3.0540 -0.3591 -2.4942
C -3.6760 0.1127 -3.6454
C -3.8307 1.4768 -3.8585
C -3.3730 2.3623 -2.8935
C -2.7413 1.8896 -1.7499
C -0.6532 1.7440 1.7860
C -0.8663 2.6271 2.8569
C 0.1139 2.7835 3.8062
C 1.2962 2.0520 3.6973
C 1.4582 1.2509 2.5994
N 0.5353 1.1217 1.6249
H -2.5303 1.9011 1.1455
H -4.3952 1.1576 0.1411
H -6.4627 0.7121 1.3510
H -6.6564 -1.2947 2.8062
H -4.7650 -2.8914 2.9282
H -2.7116 -2.4870 1.6469
H -2.9596 -1.4245 -2.3403
H -4.0504 -0.5982 -4.3751
H -4.3095 1.8428 -4.7604
H -3.5051 3.4326 -3.0250
H -2.3940 2.6070 -1.0194
H -1.8138 3.1444 2.9341
H -0.0490 3.4470 4.6463
H 2.0679 2.1065 4.4522
H 2.3514 0.6597 2.4650

Calculated total energy in Eh: -3853.8636
Total charge: 0
Multiplicity: 4
Energy relative to the best compared isomer or geometry (same formula, charge and spin) in eV: 0.7342